1.
Entry from the Open Molecules 2025 dataset: a molecular structure, C40H57AsBF6I2N8OTi (ωB97M-V with the def2-TZVPD basis set).

```
117
Properties=species:S:1:pos:R:3:lowdin_charge:R:1
Ti -0.0773 -0.0139 -0.1717 1.27
I 2.9444 6.7879 -2.3177 0.94
C 2.2132 4.8742 -1.9897 -0.73
C 2.2644 3.9311 -3.0002 -0.22
C 1.7806 2.6463 -2.7839 -0.60
I 1.9129 1.3573 -4.4015 1.18
C 1.2421 2.3043 -1.5464 -0.32
O 0.7648 1.0315 -1.2907 -0.22
C 1.1720 3.2629 -0.5374 -0.14
C 0.4766 2.9942 0.7598 -0.14
N 0.7601 1.6508 1.2962 -0.08
C 2.0979 1.6756 1.9055 -0.12
C 2.4407 0.3582 2.5180 -0.28
C 3.4303 0.2337 3.4847 0.00
C 3.7486 -1.0358 3.9330 -0.03
C 3.0710 -2.1259 3.4015 -0.03
C 2.0948 -1.8938 2.4492 -0.11
N 1.7775 -0.6738 2.0204 0.11
C 1.6682 4.5372 -0.7637 -0.09
H 2.6815 4.1840 -3.9643 0.08
H -0.5862 3.0945 0.6049 0.08
H 0.7728 3.7566 1.4858 0.14
H 0.0942 1.4790 2.0398 0.06
H 2.1476 2.4719 2.6547 0.13
H 2.8239 1.9280 1.1284 0.13
H 3.9399 1.1103 3.8646 0.12
H 4.5173 -1.1754 4.6820 0.12
H 3.2954 -3.1359 3.7174 0.11
H 1.5515 -2.7122 1.9941 0.09
H 1.6089 5.2723 0.0289 0.11
C 3.7408 -0.0714 -0.5771 -0.03
C 3.5261 -1.4645 -1.1501 -0.33
C 3.5941 -1.4787 -2.6826 -0.07
C 2.2992 -2.2420 -0.7349 -0.23
C 2.2793 -3.6247 -0.8627 0.04
C 1.0015 -4.0477 -0.5490 -0.18
C 0.5045 -5.4410 -0.8686 -0.32
C -0.2503 -5.3521 -2.2055 -0.03
C -0.3046 -6.2483 0.1427 -0.05
N 0.2975 -2.9560 -0.1988 0.06
N 1.0780 -1.8244 -0.3477 0.02
B -1.1112 -2.8273 0.4449 -0.51
N -1.9832 -2.0400 -0.5841 0.08
N -1.2728 -1.1435 -1.3583 -0.01
C -1.8430 -1.1033 -2.5758 -0.24
C -2.9603 -1.9225 -2.5670 0.06
C -3.0381 -2.4690 -1.2968 -0.17
C -4.1503 -3.3382 -0.7842 -0.33
C -3.9847 -4.7953 -1.2229 -0.04
C -4.3901 -3.2097 0.7168 -0.04
C -1.2281 -0.4080 -3.7430 -0.39
C -0.3081 -1.4265 -4.4330 -0.08
C -2.2657 0.1337 -4.7190 -0.04
N -1.0051 -2.0483 1.7726 0.05
N -1.0583 -0.6700 1.7537 0.04
C -1.2841 -0.2860 3.0317 -0.22
C -1.2973 -1.4144 3.8460 0.04
C -1.1313 -2.5100 3.0309 -0.18
C -1.0871 -3.9351 3.5292 -0.32
C -2.2709 -4.8158 3.1279 -0.05
C 0.2516 -4.6175 3.2468 -0.04
C -1.6288 1.0552 3.6664 -0.35
C -2.3696 2.0642 2.8051 -0.04
C -0.4806 1.6830 4.4712 -0.04
H 4.6151 0.3755 -1.0529 0.10
H 2.8985 0.5938 -0.7627 0.05
H 3.9321 -0.1112 0.4934 0.07
H 4.3542 -2.0817 -0.7903 0.14
H 2.7035 -1.0213 -3.1105 -0.02
H 4.4640 -0.9212 -3.0332 0.08
H 3.6624 -2.4991 -3.0604 0.08
H 3.0957 -4.2437 -1.1985 0.13
H 1.4270 -6.0013 -1.0364 0.14
H -1.1615 -4.7590 -2.0857 0.07
H 0.3586 -4.8834 -2.9793 0.09
H -0.5366 -6.3487 -2.5449 0.09
H -1.3095 -5.8604 0.2775 0.04
H -0.3991 -7.2653 -0.2413 0.09
H 0.1761 -6.3113 1.1177 0.07
H -1.5567 -3.9032 0.6408 0.10
H -3.6690 -2.0599 -3.3663 0.14
H -5.0332 -2.9425 -1.2937 0.15
H -3.0916 -5.2361 -0.7790 0.06
H -4.8449 -5.3824 -0.8991 0.09
H -3.9017 -4.8796 -2.3072 0.09
H -3.6621 -3.7867 1.2848 0.03
H -4.3376 -2.1698 1.0457 0.09
H -5.3805 -3.5928 0.9637 0.09
H -0.6254 0.4185 -3.3734 0.05
H -0.8878 -2.2824 -4.7858 0.09
H 0.1781 -0.9720 -5.2975 0.04
H 0.4649 -1.7947 -3.7533 0.07
H -2.8442 -0.6783 -5.1653 0.09
H -2.9532 0.8249 -4.2369 0.07
H -1.7621 0.6599 -5.5312 0.09
H -1.4742 -1.4303 4.9097 0.13
H -1.1560 -3.8131 4.6128 0.14
H -2.2093 -5.1434 2.0914 0.05
H -2.2725 -5.7095 3.7537 0.09
H -3.2198 -4.3001 3.2770 0.09
H 0.4921 -4.6049 2.1824 0.05
H 1.0623 -4.1279 3.7860 0.07
H 0.2134 -5.6585 3.5719 0.09
H -2.3487 0.7385 4.4247 0.14
H -1.7192 2.6268 2.1418 0.05
H -3.1297 1.5862 2.1964 0.07
H -2.8588 2.7925 3.4534 0.10
H 0.2710 2.1745 3.8518 0.06
H -0.8868 2.4548 5.1260 0.09
H 0.0286 0.9438 5.0908 0.09
F -1.6761 1.2546 -0.1174 -0.35
As -2.8977 2.3584 -1.2189 0.82
F -1.6117 2.3095 -2.3589 -0.19
F -3.4840 0.8714 -1.8242 -0.18
F -3.9109 3.3065 -2.1869 -0.18
F -3.9758 2.2306 0.0965 -0.19
F -2.1489 3.7026 -0.4584 -0.20
```

Values from the calculation:
total charge	+1
highest occupied orbital energy	-11.01	eV
largest force on an atom	1.244	eV/A
calculated total energy	-173514.7782	eV
frontier orbital gap	7.01	eV
spin multiplicity	1
energy relative to the best compared isomer or geometry (same formula, charge and spin)	0.0	kcal/mol



2.
Entry from the Open Molecules 2025 dataset: 5 unconnected molecules or ions with the total composition C26H59ClFN11O13PS2 (ωB97M-V with the def2-TZVPD basis set).

```
114
Properties=species:S:1:pos:R:3:lowdin_charge:R:1
C -1.4970 -1.7328 4.6877 -0.10
O -1.1216 -3.0235 4.0932 -0.24
C -0.2196 -2.6607 3.0225 -0.26
C 0.1326 -3.8518 2.0115 -0.17
C 0.1888 -3.2225 0.5128 -0.20
C 1.4132 -2.1583 0.3899 -0.22
C 1.5429 -1.4946 -1.0587 -0.25
C 0.2297 -0.7923 -1.6370 -0.24
P 0.4662 0.8008 -2.6513 0.64
C 1.7710 0.1393 -3.8802 -0.24
C 1.2444 -0.1555 -5.3624 -0.25
C 0.0616 -1.2272 -5.4779 -0.19
S -1.3597 -0.6323 -6.5630 0.74
O -1.3746 0.8581 -6.7471 -0.37
O -1.2895 -1.2387 -7.9591 -0.39
O -2.8534 -1.0427 -5.8765 -0.23
O 0.6746 2.3268 -3.5896 -0.27
N -0.3534 2.5393 -4.4249 -0.13
O -0.3187 3.6807 -4.8133 -0.04
O 1.6717 1.5573 -1.6217 -0.27
C 1.1366 2.2968 -0.4625 -0.32
C 1.7237 3.7628 -0.6945 -0.12
C 3.2411 4.0270 -0.2977 -0.17
C 4.3283 3.0203 -0.8761 -0.19
F 4.7084 3.2503 -2.2402 -0.09
C 1.6539 1.3568 0.7263 -0.12
C 2.0442 2.0884 2.0937 -0.62
C 3.5987 1.8634 2.5215 -0.13
Cl 1.0458 1.4872 3.5514 0.55
C -0.4926 2.4405 -0.6732 -0.36
C -1.2735 2.6585 0.6984 -0.05
C -2.4776 1.7003 1.0910 -0.32
O -2.5120 0.3779 0.5182 -0.07
C -3.9297 2.4312 0.9379 -0.22
N -5.0753 1.4930 1.0613 -0.02
N -0.9202 3.6982 -1.4629 0.10
C -2.0832 3.5376 -1.9736 -0.64
S -3.5259 3.2908 -2.7892 0.62
O -0.8339 1.4278 -1.6176 -0.29
H -2.1884 -1.1667 3.9598 0.09
H -0.5253 -1.1084 4.7211 0.08
H -1.9590 -1.8902 5.7179 0.10
H 0.7672 -2.2085 3.3781 0.12
H -0.7440 -1.8420 2.3949 0.11
H 1.1356 -4.3608 2.2719 0.12
H -0.6526 -4.6919 2.0943 0.11
H 0.5171 -4.1089 -0.1527 0.11
H -0.8104 -2.7899 0.1772 0.11
H 1.4281 -1.4241 1.2644 0.08
H 2.3615 -2.8097 0.5261 0.12
H 1.7953 -2.3654 -1.7805 0.11
H 2.4923 -0.8367 -1.0780 0.10
H -0.4798 -0.5984 -0.7683 0.06
H -0.2948 -1.5662 -2.3213 0.09
H -0.6422 0.6081 -3.5775 0.06
H 2.5488 0.9889 -3.9828 0.11
H 2.3568 -0.7754 -3.5419 0.08
H 1.0440 0.8300 -5.9168 0.08
H 2.1340 -0.6148 -5.9281 0.10
H -0.4126 -1.5387 -4.4894 0.08
H 0.4552 -2.1622 -6.0273 0.11
H -3.5529 -0.5968 -6.4189 0.09
H 1.0890 4.4826 -0.0466 0.13
H 1.6234 4.0038 -1.8175 0.14
H 3.5159 5.0748 -0.7040 0.13
H 3.4193 4.1113 0.8409 0.09
H 5.2807 3.1544 -0.2323 0.11
H 4.0297 1.9171 -0.7181 0.11
H 0.7660 0.6623 0.9796 0.11
H 2.5799 0.7660 0.3938 0.11
H 1.8555 3.2217 2.0520 0.10
H 4.3221 2.3869 1.8160 0.06
H 3.7043 2.3734 3.5508 0.07
H 3.7684 0.7313 2.6033 0.09
H -0.5399 2.6655 1.5939 0.09
H -1.6978 3.7340 0.7111 0.13
H -2.4024 1.5285 2.2376 0.14
H -1.8779 -0.1512 1.0501 0.07
H -3.9867 3.1274 1.8615 0.12
H -3.9923 3.1136 0.0324 0.07
H -4.8298 0.6919 1.6527 0.06
H -5.4029 1.2173 0.1294 0.07
C 4.0294 -0.8107 5.9264 -0.70
O 3.4211 -1.8026 5.5539 0.01
N 3.5551 0.4471 5.7514 0.15
N 5.2346 -0.8826 6.5485 0.14
H 4.0392 1.2738 6.0499 0.09
H 2.6619 0.5418 5.2924 0.02
H 5.6202 -1.8005 6.6965 0.10
H 5.7506 -0.0811 6.8620 0.09
C -0.9462 -6.9815 6.1961 -0.71
O -1.2994 -8.1105 6.5065 0.01
N -1.7284 -6.1410 5.4766 0.16
N 0.2616 -6.4705 6.5454 0.15
H -1.4550 -5.2099 5.2121 0.07
H -2.6330 -6.4824 5.1974 0.11
H 0.8730 -7.0640 7.0808 0.10
H 0.5702 -5.5467 6.3003 0.10
C -8.7208 -0.7185 2.8037 -0.71
O -9.7780 -1.1854 3.2023 0.01
N -8.4735 0.6139 2.7749 0.15
N -7.7015 -1.4939 2.3548 0.15
H -7.6105 1.0174 2.4505 0.08
H -9.2056 1.2231 3.0997 0.10
H -7.8463 -2.4899 2.3602 0.10
H -6.8265 -1.1303 2.0234 0.08
C 2.6864 1.2938 -8.3152 -0.66
O 2.8766 0.6242 -7.3107 0.00
N 1.8663 2.3722 -8.3288 0.17
N 3.2797 1.0148 -9.5050 0.14
H 1.6959 2.9344 -9.1420 0.10
H 1.4059 2.6115 -7.4640 0.11
H 3.8963 0.2200 -9.5346 0.10
H 3.1363 1.5514 -10.3406 0.09
```

Values from the calculation:
total charge	-1
highest occupied orbital energy	-5.99	eV
largest force on an atom	6.250	eV/A
calculated total energy	-117122.9971	eV
frontier orbital gap	7.69	eV
spin multiplicity	1



3.
Entry from the Open Molecules 2025 dataset: a molecular structure, C29H50O18 (ωB97M-V with the def2-TZVPD basis set).

```
97
Properties=species:S:1:pos:R:3:lowdin_charge:R:1
C 13.3954 24.2692 -7.8667 -0.05
O 12.2499 23.4917 -8.1920 0.08
C 11.4938 23.8095 -9.1420 -0.58
O 11.6977 24.7068 -10.0328 0.03
O 10.4417 22.9942 -9.1252 0.00
C 9.5586 22.8937 -10.2121 -0.05
H 13.3107 24.2998 -6.7805 0.08
H 13.4608 25.3161 -8.1633 0.13
H 14.3617 23.8787 -8.1860 0.03
H 8.7930 23.6576 -10.3473 0.10
H 9.0846 21.9175 -10.1100 0.10
H 10.2238 22.8680 -11.0752 0.09
C 17.7912 24.3140 -4.0406 -0.04
O 16.7944 25.1365 -4.5958 0.02
C 15.5607 24.7276 -4.8790 -0.52
O 14.6969 25.3998 -5.4912 0.08
O 15.2478 23.5067 -4.3742 -0.01
C 14.2338 22.8155 -5.0054 -0.06
H 17.6575 23.8972 -3.0423 0.10
H 18.7307 24.8664 -4.0240 0.10
H 17.9322 23.5450 -4.8002 0.09
H 14.7378 21.9355 -5.4051 0.09
H 13.7744 23.3254 -5.8523 0.05
H 13.5827 22.4836 -4.1967 0.12
C 18.0094 17.1562 -5.7387 -0.03
O 17.3078 17.5701 -6.9467 -0.04
C 15.9182 17.4935 -6.9902 -0.63
O 15.2036 16.8698 -6.1900 0.10
O 15.5906 17.9784 -8.0503 -0.02
C 14.1633 18.0020 -8.4888 0.07
H 18.7675 17.9380 -5.6918 0.10
H 18.5003 16.1862 -5.8171 0.09
H 17.3916 17.1877 -4.8412 0.10
H 13.7527 18.7438 -7.8038 0.11
H 13.6136 17.0709 -8.3514 0.11
H 14.0924 18.2845 -9.5392 0.08
C 14.9045 21.8942 -8.0778 -0.15
C 15.9316 22.9038 -7.8216 -0.14
C 17.2499 22.2466 -8.0901 -0.10
O 16.9709 20.8396 -7.9066 -0.22
C 15.5794 20.5454 -7.7611 -0.18
H 14.3552 21.9140 -9.0190 0.13
H 14.0190 22.0478 -7.4611 0.10
H 15.8775 23.1987 -6.7737 0.12
H 15.5842 23.6445 -8.5418 0.01
H 17.9782 22.6280 -7.3745 0.14
H 17.5611 22.4987 -9.1039 0.13
H 15.3494 20.1744 -6.7624 0.15
H 15.2694 19.7785 -8.4709 0.07
O 18.5627 21.4792 -9.9680 -0.07
C 17.7735 20.7049 -10.4619 -0.31
O 17.9385 20.1826 -11.7077 0.05
C 16.7932 19.5249 -12.0658 -0.18
C 16.1531 18.9838 -10.7871 -0.08
C 16.6485 20.0096 -9.7043 -0.10
H 17.0374 18.7333 -12.7743 0.13
H 15.9879 20.0573 -12.5718 0.13
H 16.5459 17.9737 -10.6715 0.10
H 15.0901 18.7637 -10.6882 0.08
H 17.0955 19.5421 -8.8269 0.11
H 15.9505 20.7647 -9.3428 0.10
O 15.3776 24.9300 -8.7831 0.01
C 15.2923 25.2005 -9.9593 -0.35
O 15.9836 26.1993 -10.6002 0.05
C 15.6427 26.3196 -12.0034 -0.14
C 14.8091 25.0998 -12.3006 -0.14
C 14.5608 24.3551 -10.9856 -0.03
H 16.5591 26.2372 -12.5879 0.12
H 15.1097 27.2345 -12.2623 0.13
H 15.2197 24.5090 -13.1194 0.11
H 13.9184 25.5039 -12.7817 0.11
H 14.8167 23.2962 -10.9486 0.13
H 13.5170 24.4549 -10.6882 0.09
O 19.4773 16.3740 -7.3184 0.01
C 19.3777 17.4223 -8.0125 -0.44
O 19.3329 18.6346 -7.5501 0.04
C 19.2439 19.6702 -8.5001 -0.10
C 19.6156 18.8831 -9.8098 -0.09
C 19.1639 17.4890 -9.5244 -0.04
H 20.0757 20.3671 -8.3981 0.11
H 18.3063 20.2256 -8.4789 0.07
H 20.6720 18.7421 -10.0380 0.14
H 19.1542 19.3678 -10.6702 0.09
H 19.6627 16.6764 -10.0526 0.13
H 18.0878 17.4886 -9.6984 0.10
O 23.1859 22.3550 -8.1350 0.08
C 22.0296 22.6489 -8.4093 -0.39
O 21.1334 21.6769 -8.8606 0.00
C 19.8567 22.2151 -9.2180 -0.31
C 19.9120 23.7695 -9.1301 -0.08
C 21.3056 24.0276 -8.4872 -0.05
H 19.1518 21.8319 -8.4802 0.09
H 19.5670 21.9334 -10.2303 0.04
H 19.1735 24.0865 -8.3937 0.10
H 19.7610 24.1542 -10.1387 0.12
H 21.1902 24.2519 -7.4268 0.11
H 21.8036 24.8718 -8.9640 0.12
```

Values from the calculation:
total charge	0
highest occupied orbital energy	-7.55	eV
largest force on an atom	19.374	eV/A
calculated total energy	-67715.8119	eV
frontier orbital gap	7.38	eV
spin multiplicity	1
energy relative to the best compared isomer or geometry (same formula, charge and spin)	538.7	kcal/mol